Density functional theory data (the ωB97M-V functional and the def2-TZVPD basis) for a structure of composition C8H18I2NOP2SeTi at a distorted geometry.

CARTESIAN COORDINATES (ANGSTROEM)
I  -2.9318  -3.4562  -1.9794
I  -0.6867  -3.7258  -0.3349
Ti  0.4096  -0.6959  0.3386
P  1.6863  -0.2901  -1.6637
C  1.2267  -1.4682  -2.9508
C  1.1422  1.2426  -2.5176
H  1.8188  1.3463  -3.3602
H  3.8601  -0.0660  -2.5247
H  1.1208  2.1669  -1.9484
H  3.7964  0.5678  -0.8291
H  0.1659  -1.2729  -3.2013
H  0.1439  1.0897  -2.9182
C  3.4589  -0.2066  -1.5200
H  1.9212  -1.2100  -3.7490
H  3.8598  -1.1499  -1.1529
H  1.3897  -2.4687  -2.5378
P  -1.0887  -0.0953  2.1241
C  -2.5075  -1.2077  2.1498
C  -0.4091  0.0676  3.7606
H  -1.4151  2.3454  1.5055
H  -2.5869  1.6483  2.6450
H  -2.6814  1.2841  0.9352
C  -1.9926  1.4607  1.7564
H  0.3871  0.8112  3.8248
H  -1.2391  0.2911  4.4321
H  -3.0412  -0.8595  3.0332
H  -2.1101  -2.2229  2.2486
H  0.0169  -0.8770  4.0940
H  -3.0568  -1.0472  1.2017
C  -1.3050  -0.1622  -0.9469
O  -2.1737  0.3380  -1.6100
Se  1.1401  4.1652  0.6334
C  0.8421  2.4359  0.4929
N  0.8393  1.2213  0.5691

Energy in eV: -135335.0864
HOMO energy (spin up / spin down) in eV: -18.764 / -18.756
Total charge: +3
Multiplicity: 1

Density functional theory data (the ωB97M-V functional and the def2-TZVPD basis) for a cluster of 2 separate species, C8H18IOP in total at a distorted geometry.

CARTESIAN COORDINATES (ANGSTROEM)
C  -0.8771  0.7676  2.9983
C  -1.2179  1.8339  1.9878
C  -0.4524  3.1338  2.3160
C  -2.7655  1.9536  1.9112
P  -0.6456  1.1797  0.2630
O  0.9408  1.5633  0.2770
I  -1.2249  3.0174  -1.3034
H  0.2067  0.7616  3.1598
H  -1.2425  0.7324  3.9963
H  -1.0895  -0.2009  2.7819
H  -0.3674  3.1119  3.4319
H  -1.0715  3.9529  2.0387
H  0.4195  3.0831  1.8101
H  -3.1576  1.8942  2.8975
H  -3.0520  2.9658  1.6338
H  -3.1437  1.2672  1.1383
H  1.5218  0.8328  0.4768
C  1.0546  -2.1586  -3.9489
C  1.3578  -2.6362  -2.7794
C  2.5088  -3.6212  -2.6590
C  0.6659  -2.0909  -1.5419
H  1.7680  -2.2933  -4.8722
H  0.1973  -1.4713  -4.1589
H  3.3350  -3.3151  -2.0097
H  2.1089  -4.4866  -2.1080
H  2.5733  -4.0417  -3.6509
H  0.0878  -1.3538  -1.9664
H  1.4857  -1.6123  -1.0896
H  0.0760  -2.7692  -1.0303

Energy in eV: -28023.5763
HOMO energy in eV: -8.693
SMILES: CC(C)(C)P(O)I.C=C(C)C
Energy relative to the best compared isomer or geometry (same formula, charge and spin) in kJ/mol: 0.00
Multiplicity: 1

Density functional theory data (the ωB97M-V functional and the def2-TZVPD basis) for a cluster of 3 separate species, C8H18N2 in total at a distorted geometry.

CARTESIAN COORDINATES (ANGSTROEM)
C  -1.7364  0.1075  0.0990
C  0.8624  0.6077  0.0274
C  0.2074  -0.5478  -0.4119
C  -2.0006  1.5572  -0.2378
C  -2.5299  -0.8287  -0.7840
C  -1.9235  -0.1950  1.5649
C  3.7611  -0.6020  -0.0357
C  2.5680  -0.5448  -0.9492
N  1.1527  0.8721  1.3310
N  2.7103  -0.8806  -2.1540
H  0.8190  1.4907  -0.6015
H  1.1301  1.8212  1.6621
H  1.1852  0.1095  1.9891
H  1.8456  -0.8518  -2.7022
H  0.0181  -0.6355  -1.4715
H  0.2464  -1.4413  0.1980
H  -1.7364  1.7844  -1.2747
H  -3.0671  1.8071  -0.1228
H  -1.4506  2.2389  0.4162
H  -2.2833  -1.8752  -0.5875
H  -3.6124  -0.7161  -0.6200
H  -2.3496  -0.6331  -1.8447
H  -1.3517  0.4814  2.2052
H  -1.6474  -1.2270  1.8011
H  -2.9746  -0.0759  1.8711
H  4.6549  -0.9736  -0.5466
H  3.9687  0.3955  0.3603
H  3.5337  -1.2447  0.8188

Energy in eV: -11563.7338
HOMO energy (spin up / spin down) in eV: -6.124 / -6.121
Energy relative to the best compared isomer or geometry (same formula, charge and spin) in kJ/mol: 450.38
Multiplicity: 1

Density functional theory data (the ωB97M-V functional and the def2-TZVPD basis) for the molecule C8H18N2O3 at a distorted geometry.

CARTESIAN COORDINATES (ANGSTROEM)
C  -4.1570  -0.9960  -0.0490
C  -2.8939  -0.8202  -0.9288
C  -1.7641  -0.4162  0.1729
C  -0.3131  -0.5270  -0.3455
C  0.6883  -0.3132  0.7438
O  0.6400  -1.2763  1.7693
C  2.1506  -0.1924  0.0974
C  3.2473  0.0825  1.2250
N  2.1286  0.8483  -0.9365
C  2.2902  2.3516  -0.6947
N  2.6785  -1.3966  -0.5926
O  2.2479  -2.5103  -0.3199
O  3.5312  -1.1845  -1.4650
H  -4.0330  -1.6989  0.8094
H  -5.0050  -1.4217  -0.5378
H  -4.2952  -0.0607  0.3601
H  -3.0325  -0.0187  -1.6445
H  -2.5325  -1.8060  -1.3264
H  -1.8673  -1.0902  0.9980
H  -1.8835  0.5716  0.6188
H  -0.2545  -0.0454  -1.2209
H  -0.2838  -1.6151  -0.4635
H  0.4308  0.5072  1.3516
H  0.6322  -2.1523  1.4911
H  4.3595  0.1096  1.0958
H  3.0332  1.0903  1.7520
H  2.8403  -0.6457  2.0713
H  2.8287  0.6884  -1.6793
H  1.8506  2.6680  0.2406
H  3.2733  2.6584  -0.8532
H  1.5845  2.8779  -1.3842

Energy in eV: -17705.6567
HOMO energy in eV: -9.039
SMILES: CCCC[C@@H](O)[C@](C)(NC)[N+](=O)[O-]
Energy relative to the best compared isomer or geometry (same formula, charge and spin) in kJ/mol: 68.39
Multiplicity: 1

Density functional theory data (the ωB97M-V functional and the def2-TZVPD basis) for a structure of composition C8H18N3 at a distorted geometry.

CARTESIAN COORDINATES (ANGSTROEM)
C  -2.1976  -0.9445  0.8921
C  1.9109  0.7334  1.0738
C  -2.4910  0.1728  -0.0973
C  1.6657  1.6619  -0.0937
C  -0.6857  -0.9415  1.3663
C  1.6431  -0.7551  0.7705
C  -0.2528  0.4002  -1.0620
C  0.5780  0.0522  -2.3466
N  -1.5618  0.0610  -1.1679
N  0.1728  1.4913  -0.4453
N  0.2533  -1.0014  0.1682
H  -2.7805  -0.9433  1.7218
H  -2.4361  -1.8564  0.3775
H  2.8899  0.8582  1.4720
H  1.2745  1.0482  1.9248
H  -3.3906  -0.0194  -0.4896
H  -2.4476  1.2219  0.1962
H  1.8472  2.6834  0.1512
H  2.3108  1.2672  -0.8847
H  -0.4174  -0.0036  1.7814
H  -0.5174  -1.7174  2.1824
H  2.3744  -1.2914  0.0936
H  1.5991  -1.4173  1.7186
H  0.1798  -0.8812  -2.7943
H  1.6348  -0.0599  -2.0801
H  0.4306  0.8343  -2.9681
H  -1.5720  -0.8614  -1.4960
H  -0.3954  2.0915  0.2785
H  0.3811  -1.8837  -0.2435

Energy in eV: -13050.6395
HOMO energy in eV: -13.200
Energy relative to the best compared isomer or geometry (same formula, charge and spin) in kJ/mol: 66.16
Total charge: +1
Multiplicity: 1

Density functional theory data (the ωB97M-V functional and the def2-TZVPD basis) for a cluster of 2 separate species, C8H18N4 in total.

CARTESIAN COORDINATES (ANGSTROEM)
H  -0.8878  -0.4563  -0.0931
N  -1.5894  -1.1563  0.1065
C  -2.7890  -0.7022  0.0433
N  -3.8401  -1.5158  0.4870
N  -3.1748  0.5418  -0.4462
C  -2.1772  1.5843  -0.6858
N  -4.3838  1.0879  0.0363
H  -4.6531  -1.4824  -0.1268
H  -3.5235  -2.4709  0.6445
H  -1.6685  1.8623  0.2496
H  -1.4344  1.2661  -1.4365
H  -2.6860  2.4733  -1.0707
H  -4.5132  0.7510  1.0027
H  -5.1317  0.7025  -0.5337
C  4.8247  -1.0427  -0.7167
C  4.4083  0.1864  -0.4350
C  3.2879  0.5600  0.4538
C  3.1256  1.8518  0.7998
C  2.3024  -0.5137  0.8425
C  1.3757  -0.8593  -0.3556
H  5.7806  -1.2258  -1.1839
H  4.2587  -1.9502  -0.4657
H  5.0130  1.0260  -0.7454
H  3.8087  2.6108  0.4418
H  2.3227  2.1641  1.4670
H  1.7457  -0.1867  1.7220
H  2.8472  -1.4242  1.1233
H  0.7367  -1.7189  -0.1075
H  2.0079  -1.0519  -1.2467
H  0.7431  0.0196  -0.6032

Energy in eV: -14546.2924
HOMO energy in eV: -8.708
SMILES: [H]/N=C(/N)N(C)N.C=CC(=C)CC
Energy relative to the best compared isomer or geometry (same formula, charge and spin) in kJ/mol: 110.86
Multiplicity: 1

Density functional theory data (the ωB97M-V functional and the def2-TZVPD basis) for a cluster of 2 separate species, C8H18NO6P in total at a distorted geometry.

CARTESIAN COORDINATES (ANGSTROEM)
C  3.4030  0.9885  0.1406
C  2.8366  -0.3990  0.5419
C  1.8583  -0.8239  -0.5308
O  1.1317  -2.0667  -0.2442
C  0.1910  -1.9822  0.7882
C  -1.2277  -1.6328  0.3167
C  -1.9873  -1.0309  1.5110
O  -3.3160  -0.7174  1.1530
C  -3.2203  0.3625  0.2021
C  -2.6157  -0.1663  -1.0820
N  -1.2423  -0.5974  -0.7181
H  2.6680  1.7808  0.3631
H  4.3402  1.1941  0.6662
H  3.5575  1.0219  -0.9393
H  2.3730  -0.2628  1.5250
H  3.6641  -1.1075  0.6831
H  2.4372  -1.0278  -1.4319
H  1.2207  0.0413  -0.7713
H  0.4709  -1.2960  1.5934
H  0.1200  -2.9774  1.2427
H  -1.7920  -2.5069  -0.0225
H  -1.9266  -1.6754  2.3894
H  -1.4332  -0.1162  1.7724
H  -4.2240  0.7626  0.0726
H  -2.5620  1.1745  0.5484
H  -3.1751  -0.9811  -1.5400
H  -2.4834  0.6920  -1.7450
H  -0.7996  0.2577  -0.2841
H  -0.7154  -0.8798  -1.5416
O  1.5670  3.3937  0.0373
P  0.5076  2.8395  -0.9514
O  1.1825  2.0459  -2.1202
O  -0.4522  3.9352  -1.4657
O  -0.3567  1.7573  -0.1588

Energy in eV: -31650.7749
HOMO energy in eV: 1.685
Total charge: -2
Multiplicity: 1

Density functional theory data (the ωB97M-V functional and the def2-TZVPD basis) for a cluster of 3 separate species, C8H18NO6S3 in total at a distorted geometry.

CARTESIAN COORDINATES (ANGSTROEM)
O  0.7945  -1.0604  1.5278
S  0.9722  -1.2819  -0.0040
O  0.0682  -2.4811  -0.4197
N  2.6034  -1.6893  -0.4891
S  3.7411  -1.5223  0.8322
O  5.1536  -1.8575  0.2300
O  3.4435  -2.6257  1.8765
S  3.8889  0.4318  1.6196
H  0.4660  -0.1210  -0.6326
H  2.7608  0.7850  2.3793
C  2.7947  5.3788  1.8697
C  1.4244  5.6904  1.3256
C  1.0868  4.4222  0.5723
O  1.7508  3.3465  1.2499
C  2.6810  3.9041  2.1885
H  3.0705  5.9826  2.7380
H  3.5485  5.5355  1.0890
H  0.7200  5.8318  2.1537
H  1.3940  6.5823  0.6946
H  1.4674  4.4562  -0.4540
H  0.0109  4.2281  0.5392
H  2.2762  3.7458  3.1940
H  3.6392  3.3829  2.1120
C  -3.3367  -4.5219  -1.2855
C  -4.6950  -4.5332  -1.9377
C  -4.7866  -3.1326  -2.5031
O  -3.4491  -2.7241  -2.8216
C  -2.5348  -3.6630  -2.2386
H  -2.9081  -5.5175  -1.1455
H  -3.3996  -4.0341  -0.3054
H  -4.7090  -5.2666  -2.7526
H  -5.5111  -4.7701  -1.2504
H  -5.1831  -2.4301  -1.7624
H  -5.4103  -3.0827  -3.4003
H  -2.1092  -4.2627  -3.0505
H  -1.7237  -3.1262  -1.7390

Energy in eV: -54865.7068
HOMO energy in eV: -5.740
Total charge: -1
Multiplicity: 1